No. 1
{
  "formula": "C28H40F3N2O21P2S",
  "method": "wB97M-V/def2-TZVPD",
  "orbital_gap_ev": 5.90,
  "e_homo_ev": -11.6,
  "charge": 1,
  "energy_ev": -113220.88971,
  "symbols": ["C", "C", "O", "O", "C", "C", "C", "C", "C", "C", "P", "O", "C", "C", "C", "C", "O", "C", "F", "F", "F", "N", "N", "P", "O", "O", "S", "H", "H", "H", "H", "H", "H", "H", "H", "H", "H", "H", "H", "H", "H", "H", "H", "H", "H", "H", "H", "C", "C", "O", "C", "O", "O", "H", "H", "H", "H", "C", "C", "O", "C", "O", "O", "H", "H", "H", "H", "C", "C", "O", "C", "O", "O", "H", "H", "H", "H", "C", "C", "O", "C", "O", "O", "H", "H", "H", "H", "C", "C", "O", "C", "O", "O", "H", "H", "H", "H"],
  "xyz": [[-4.614732, -1.197826, 5.391650], [-3.669353, 0.056523, 5.487667], [-3.854678, 0.776135, 6.427171], [-2.663262, 0.268949, 4.558396], [-2.662887, 1.622057, 4.053292], [-2.756207, 1.670138, 2.458747], [-3.607717, 0.455452, 1.932240], [-4.485904, 0.807765, 0.624060], [-4.158600, -0.156426, -0.571072], [-3.127921, 0.308553, -1.504587], [-2.225533, 1.937538, -1.431962], [-1.340288, 2.102140, -0.233899], [-2.840773, -0.678348, -2.572303], [-3.669226, -1.899975, -2.440704], [-3.371703, -3.002382, -3.524795], [-4.245521, -2.686560, -4.815042], [-4.562676, -1.292463, -4.919647], [-3.489209, -3.132925, -6.113174], [-2.220510, -2.605550, -6.164232], [-3.377866, -4.489240, -6.159983], [-4.151231, -2.677622, -7.218116], [-4.610303, -2.218685, -1.578660], [-4.860599, -1.321933, -0.618855], [-6.150559, -1.801622, 0.529800], [-5.598784, -1.845074, 2.061200], [-6.563103, -3.361929, 0.161726], [-7.766702, -0.754837, 0.281406], [-4.423885, -1.819944, 4.484109], [-5.691973, -0.904984, 5.432726], [-4.365751, -1.837126, 6.280584], [-3.430408, 2.284338, 4.517273], [-1.648544, 2.042042, 4.298488], [-3.138284, 2.671568, 2.149251], [-1.703431, 1.495201, 2.112833], [-3.033774, -0.494194, 1.803191], [-4.373611, 0.233610, 2.726573], [-4.204180, 1.869539, 0.376205], [-5.578516, 0.843699, 0.854256], [-1.383058, 1.947866, -2.594402], [-3.140072, 3.022890, -1.644956], [-2.070237, -0.507115, -3.352756], [-3.658891, -4.012777, -3.156953], [-2.280413, -2.954493, -3.758065], [-5.227251, -3.226990, -4.728172], [-5.529398, -1.231405, -5.011873], [-6.321547, -2.129323, 2.656285], [-7.312551, -3.340156, -0.466444], [1.220374, 0.797277, 0.589979], [2.427794, 1.686789, 0.694394], [3.504030, 0.747323, 0.801554], [3.074682, -0.417734, 0.244841], [3.767079, -1.358112, 0.015329], [1.746597, -0.377981, -0.020113], [0.426193, 1.223431, -0.022103], [0.809014, 0.533966, 1.568782], [2.579826, 2.296032, -0.199826], [2.391801, 2.340658, 1.565312], [-3.118899, 0.567938, -6.870612], [-2.429276, 1.037594, -8.120408], [-2.124439, 2.400322, -7.818778], [-2.077372, 2.517417, -6.467359], [-1.686879, 3.478450, -5.884926], [-2.537556, 1.388222, -5.858639], [-2.941710, -0.481076, -6.663997], [-4.196316, 0.748199, -6.894702], [-1.496803, 0.501028, -8.312027], [-3.065060, 0.965611, -9.001388], [6.643296, 1.450591, 3.011549], [5.160760, 1.698202, 3.000801], [5.001868, 2.721917, 3.981496], [6.191671, 3.371395, 4.084955], [6.356771, 4.381498, 4.690537], [7.171263, 2.716876, 3.403986], [7.025222, 1.154931, 2.035419], [6.938540, 0.700580, 3.749272], [4.807827, 2.071996, 2.041441], [4.587484, 0.811959, 3.268196], [2.437368, -4.173728, -0.632098], [3.068484, -5.530894, -0.765132], [1.936998, -6.394955, -0.881262], [0.903030, -5.648977, -1.348587], [-0.139897, -6.095260, -1.714752], [1.209266, -4.325049, -1.344897], [3.043900, -3.383935, -1.068264], [2.213492, -3.915417, 0.405547], [3.677910, -5.623690, -1.667287], [3.675034, -5.796667, 0.099189], [10.050579, 4.192604, 3.805252], [10.200084, 4.398164, 5.286070], [11.321739, 3.577962, 5.606250], [12.053600, 3.427203, 4.468249], [13.136722, 2.938708, 4.426139], [11.383793, 3.907837, 3.385845], [9.664993, 5.076060, 3.298019], [9.415720, 3.340334, 3.563475], [10.433781, 5.434072, 5.544403], [9.317241, 4.086234, 5.842389]],
  "forces_ev_per_angstrom": [[1.199, -0.496, -0.534], [-1.030, -0.763, 0.891], [0.359, 0.385, -0.566], [-1.746, 0.003, -0.101], [1.315, 1.305, -0.788], [0.858, -1.698, 0.904], [-1.500, 0.481, 0.460], [0.900, 0.061, -0.065], [-0.298, 2.691, 1.849], [-0.848, -3.741, -2.484], [1.701, 0.670, 0.552], [-1.378, -0.217, -0.705], [-2.113, 1.558, 3.895], [1.411, -1.146, -2.297], [-0.550, 0.840, 0.050], [-0.265, -0.228, 0.312], [-0.121, -0.572, 0.232], [-0.131, -0.064, -0.077], [-1.212, -0.521, 0.099], [-0.149, 1.494, -0.071], [0.690, -0.730, 1.029], [1.000, 0.453, -0.584], [2.326, 1.101, -0.006], [-4.372, -1.267, 0.893], [0.492, -0.318, -2.255], [1.699, 1.796, 0.343], [1.165, 0.047, -0.058], [-0.113, 0.538, 0.616], [1.042, 0.037, 0.097], [-0.399, 0.656, -0.757], [0.445, -0.881, -0.117], [-1.106, -0.209, -0.002], [0.344, -0.858, 0.120], [-1.100, 0.660, -0.023], [-0.227, 0.933, 0.078], [0.777, 0.038, -0.802], [-0.297, -1.138, -0.241], [0.875, -0.323, -0.264], [-0.969, -0.359, 0.093], [0.018, -0.855, -0.001], [-0.788, -0.374, 0.509], [0.421, 0.792, -0.136], [-0.889, -0.214, 0.174], [1.167, 0.037, -0.316], [0.591, 0.148, -0.095], [0.152, 0.110, -0.278], [0.336, 0.094, 0.305], [-0.613, 0.267, -0.001], [-0.012, 0.559, 0.088], [-0.442, -0.541, -0.379], [0.168, -0.280, -0.108], [0.065, 0.215, 0.113], [0.436, -0.045, 0.056], [0.263, -0.201, 0.136], [0.069, -0.014, 0.003], [0.013, -0.068, 0.016], [0.198, -0.118, 0.014], [-0.365, -0.482, -0.097], [0.071, -0.221, -0.512], [-0.075, -0.089, 0.610], [0.226, 0.546, -0.161], [-0.109, -0.283, 0.054], [0.147, 0.163, -0.035], [0.063, 0.169, 0.105], [0.049, 0.031, -0.011], [-0.021, 0.040, 0.043], [0.073, 0.221, 0.024], [0.325, -0.537, -0.238], [-0.337, -0.224, -0.125], [0.454, 0.112, 0.033], [0.004, 0.417, 0.281], [0.041, -0.213, -0.138], [-0.488, 0.076, 0.129], [0.100, 0.177, 0.065], [-0.030, 0.057, 0.005], [0.145, 0.049, 0.084], [-0.055, 0.159, 0.104], [0.387, 0.528, 0.144], [0.535, -0.149, 0.081], [-0.393, 0.352, -0.146], [-0.202, -0.279, -0.065], [0.135, 0.175, 0.059], [-0.116, -0.432, -0.039], [-0.210, 0.023, -0.004], [0.000, -0.016, -0.045], [-0.066, 0.003, 0.012], [-0.162, -0.163, -0.033], [-0.459, 0.124, -0.392], [-0.390, 0.261, 0.405], [0.128, -0.044, -0.423], [0.428, -0.161, -0.005], [-0.237, 0.084, 0.004], [0.181, -0.065, 0.426], [0.163, -0.059, -0.081], [0.058, 0.049, 0.052], [0.023, -0.041, -0.032], [0.151, -0.087, 0.052]],
  "lowdin_charge": [0.01, -0.49, 0.12, -0.04, -0.16, -0.15, -0.16, -0.12, -0.14, -0.16, 0.79, -0.43, 0.12, -0.19, -0.02, -0.22, -0.03, -0.51, 0.11, 0.15, 0.13, 0.15, -0.10, 0.31, -0.18, -0.20, 0.36, 0.06, 0.09, 0.10, 0.13, 0.13, 0.12, 0.09, 0.13, 0.10, 0.10, 0.07, 0.05, 0.05, 0.14, 0.14, 0.13, 0.18, 0.13, 0.11, 0.07, -0.13, -0.11, 0.02, -0.55, 0.16, 0.06, 0.08, 0.14, 0.14, 0.14, -0.14, -0.11, 0.08, -0.56, 0.16, 0.03, 0.09, 0.14, 0.14, 0.14, -0.11, -0.13, 0.07, -0.55, 0.17, 0.04, 0.14, 0.14, 0.11, 0.14, -0.13, -0.12, 0.07, -0.57, 0.15, 0.05, 0.12, 0.14, 0.14, 0.14, -0.13, -0.12, 0.06, -0.56, 0.16, 0.06, 0.14, 0.11, 0.14, 0.13]
}



No. 2
{
  "formula": "C3H14O5",
  "method": "wB97M-V/def2-TZVPD",
  "orbital_gap_ev": 4.12,
  "e_homo_ev": -9.1,
  "charge": 0,
  "energy_ev": -13569.25490,
  "symbols": ["C", "C", "O", "C", "H", "H", "H", "H", "H", "H", "H", "H", "O", "H", "H", "O", "H", "H", "O", "H", "H", "O"],
  "xyz": [[-1.773683, 0.750252, 0.798898], [-1.336772, -0.618047, 0.855518], [0.136307, -0.783771, 0.615188], [-1.953625, -1.580892, -0.204662], [-2.765765, 1.069839, 0.394216], [-1.271320, 1.527097, 1.357826], [0.419798, 0.143724, 0.497774], [-3.049326, -1.652181, -0.139876], [-1.408309, -2.543473, -0.207346], [-1.806749, -0.981930, -1.085081], [2.548365, 1.734664, -0.441686], [0.889237, -0.311063, -2.126511], [1.806778, 1.351552, 0.039518], [-1.364214, -1.070528, 1.830120], [2.001711, -0.710592, 2.084813], [2.797450, -0.596531, 1.529369], [2.561470, 0.124947, 0.890823], [1.924517, -0.146623, -1.086971], [1.762737, -0.655180, -1.928079], [-0.812788, 1.649424, -0.975916], [0.769526, 1.765991, -1.098896], [-0.075355, 1.533329, -1.599039]],
  "forces_ev_per_angstrom": [[-1.043, -0.440, 0.978], [2.051, -1.310, -2.965], [-2.556, 1.311, 1.027], [-0.497, 0.913, 0.544], [0.887, -0.569, 0.045], [0.637, 0.153, -0.200], [1.496, -0.028, -0.495], [0.324, -0.390, 0.459], [-0.482, 0.722, -0.082], [0.449, -0.485, -0.976], [0.120, 0.067, 0.229], [-0.186, 0.035, -0.360], [-0.126, 0.348, -0.118], [-0.708, 0.209, 1.320], [0.755, 0.115, -0.583], [-0.303, -0.205, 0.539], [-0.082, -0.087, 0.500], [0.142, -0.516, -0.835], [0.174, 0.273, 0.870], [0.385, 0.553, -0.307], [-0.150, -0.635, 0.816], [-1.287, -0.035, -0.405]],
  "lowdin_charge": [0.32, -0.38, -0.01, 0.00, 0.14, 0.12, 0.03, 0.09, 0.11, 0.07, 0.00, -0.01, -0.37, 0.19, 0.01, -0.11, -0.04, -0.01, -0.09, -0.01, 0.00, -0.08]
}



No. 3
{
  "formula": "C2H2BrF3OS2",
  "method": "wB97M-V/def2-TZVPD",
  "orbital_gap_ev": [8.22, 8.22],
  "e_homo_ev": [-9.1, -9.1],
  "charge": 0,
  "energy_ev": -104017.41089,
  "symbols": ["C", "C", "O", "F", "F", "F", "S", "S", "Br", "H", "H"],
  "xyz": [[-0.370735, -0.509257, 0.866073], [-0.165649, -0.631216, -1.822713], [1.974430, 0.900845, 2.441426], [0.538089, 0.525768, -1.854452], [-1.488885, -0.176367, -1.928608], [0.102603, -1.320466, -2.963122], [0.235275, -1.555878, -0.338006], [1.268052, 1.213055, 1.212014], [-0.344693, 2.760862, 1.623326], [-1.373775, -0.109684, 0.939856], [-0.374711, -1.097662, 1.824206]],
  "forces_ev_per_angstrom": [[1.194, 1.024, 2.713], [-1.340, 1.715, -1.464], [-0.076, 0.038, -0.112], [0.115, -0.509, -0.079], [1.605, -1.239, 0.458], [-0.151, 0.395, 1.430], [-0.314, -0.828, -0.986], [-2.078, -1.622, -0.093], [0.224, -0.141, -0.020], [-0.078, 0.629, -1.161], [0.900, 0.541, -0.687]],
  "lowdin_charge": [-0.56, -0.82, -0.59, 0.05, 0.05, 0.08, 0.97, 0.51, 0.22, 0.03, 0.05]
}



No. 4
{
  "formula": "CH3FOS",
  "method": "wB97M-V/def2-TZVPD",
  "orbital_gap_ev": [7.61, 7.64],
  "e_homo_ev": [-10.6, -10.6],
  "charge": 0,
  "energy_ev": -16682.05644,
  "symbols": ["C", "O", "F", "S", "H", "H", "H"],
  "xyz": [[-0.617289, -0.266968, 0.183277], [1.295533, -0.542432, -1.438201], [1.459297, 1.616824, 1.152921], [0.469845, 0.551500, -1.019826], [0.065443, -0.843931, 0.890701], [-1.312502, -0.905735, -0.538500], [-1.360326, 0.390743, 0.769627]],
  "forces_ev_per_angstrom": [[-1.867, -0.289, -0.128], [0.586, -0.100, -0.532], [-1.065, -1.130, -2.270], [0.124, 0.708, 3.499], [-1.029, 0.627, -1.153], [1.621, 0.785, 1.577], [1.629, -0.602, -0.993]],
  "lowdin_charge": [-0.32, -0.44, -0.56, 1.06, 0.08, 0.09, 0.08]
}



No. 5
{
  "formula": "C4H14NO2",
  "method": "wB97M-V/def2-TZVPD",
  "orbital_gap_ev": 10.80,
  "e_homo_ev": -15.1,
  "charge": 1,
  "energy_ev": -9952.30709,
  "symbols": ["C", "C", "C", "C", "N", "H", "H", "H", "H", "H", "H", "H", "H", "H", "H", "H", "H", "O", "H", "H", "O"],
  "xyz": [[-1.140936, -2.714140, 0.260034], [-0.248609, -1.671406, -0.319256], [-0.886613, -0.315378, -0.330322], [-0.121056, 2.027079, -0.043126], [-0.047951, 0.807931, 0.217207], [-0.739172, -3.809803, 0.270832], [-2.108570, -2.666324, -0.305654], [-1.311919, -2.347510, 1.260752], [-0.074124, -1.952864, -1.378255], [0.750708, -1.774979, 0.223637], [-1.766030, -0.373872, 0.271717], [-1.256342, -0.252597, -1.424662], [-0.781001, 2.376303, -0.821016], [0.330231, 2.861236, 0.479968], [0.721621, 0.567324, 0.942655], [1.180291, 0.972152, 3.818176], [2.286724, 1.808952, 3.082831], [1.542039, 1.266414, 2.931234], [0.582968, 1.973786, -3.590564], [1.987460, 1.795738, -2.658164], [1.100284, 1.421960, -2.888027]],
  "forces_ev_per_angstrom": [[-1.042, -1.419, -0.130], [3.028, -1.494, -0.897], [-0.239, 0.035, -1.800], [-1.270, 1.740, -1.072], [1.826, -1.772, 1.316], [-0.631, 2.224, -0.111], [0.618, -0.456, 0.648], [-0.481, -0.606, 0.674], [0.480, 0.234, 0.615], [-1.068, 0.689, -0.736], [-0.624, 0.431, 0.691], [0.805, 1.291, 1.813], [-0.349, -0.310, -0.246], [0.822, -0.654, 0.387], [-1.737, 0.079, -0.942], [0.856, 0.658, -1.542], [1.286, 0.856, 0.546], [-2.236, -1.572, 0.703], [2.133, -1.210, 1.913], [-1.318, -0.036, -0.971], [-0.859, 1.293, -0.861]],
  "lowdin_charge": [-0.12, -0.30, -0.14, 0.13, 0.07, 0.13, 0.10, 0.07, 0.12, 0.14, 0.12, 0.17, 0.12, 0.13, 0.18, 0.10, 0.02, -0.05, 0.10, 0.06, -0.12]
}



No. 6
{
  "formula": "C8H9NO2",
  "method": "wB97M-V/def2-TZVPD",
  "orbital_gap_ev": 9.19,
  "e_homo_ev": -8.6,
  "charge": 0,
  "energy_ev": -14023.52701,
  "smiles": "COc1cccc(NC=O)c1",
  "symbols": ["C", "O", "C", "C", "C", "C", "C", "N", "C", "O", "C", "H", "H", "H", "H", "H", "H", "H", "H", "H"],
  "xyz": [[-0.156296, 1.917672, -2.627859], [-0.749737, 0.667610, -2.393606], [-0.607957, -0.107502, -1.266846], [-1.562553, -1.139402, -1.081137], [-1.448534, -1.712509, 0.181255], [-0.628748, -1.243045, 1.196317], [0.508027, -0.387952, 0.799314], [1.533753, 0.184987, 1.847837], [1.412428, -0.222431, 3.142108], [2.353621, -0.016754, 3.977667], [0.485930, 0.304034, -0.466771], [-0.416303, 2.545164, -1.706537], [-0.642368, 2.261231, -3.549781], [0.989044, 1.654387, -2.838335], [-2.304531, -1.309110, -1.708107], [-2.016118, -2.643654, 0.219197], [-0.906896, -1.546956, 2.287462], [2.554967, 0.488635, 1.327742], [0.480780, -0.917079, 3.393966], [1.121492, 1.222676, -0.733887]],
  "forces_ev_per_angstrom": [[1.560, -1.056, 0.894], [-1.876, -1.610, -0.834], [0.873, 2.398, -1.772], [5.570, 2.395, 4.012], [-0.824, -0.756, -1.194], [2.110, 0.384, 0.940], [-0.532, 2.244, 1.995], [0.038, -1.014, -4.310], [3.425, -0.731, 2.541], [-3.548, -0.604, -2.364], [-0.821, -1.660, 1.900], [0.984, -0.200, -1.463], [0.347, 0.240, 0.430], [-2.099, 1.476, 0.588], [-2.967, -0.980, -3.000], [-0.373, 0.440, 1.149], [1.147, 0.304, -2.339], [-3.891, -1.177, 2.671], [1.830, 1.883, -0.469], [-0.952, -1.976, 0.627]],
  "lowdin_charge": [-0.10, -0.15, -0.25, 0.01, -0.11, -0.06, -0.13, 0.04, -0.34, -0.06, 0.01, 0.12, 0.09, 0.13, 0.07, 0.11, 0.12, 0.24, 0.14, 0.12]
}



No. 7
{
  "formula": "C4H12",
  "method": "wB97M-V/def2-TZVPD",
  "orbital_gap_ev": 12.42,
  "e_homo_ev": -11.3,
  "charge": 0,
  "energy_ev": -4342.03333,
  "smiles": "CC.CC",
  "symbols": ["C", "C", "H", "H", "H", "H", "H", "H", "C", "C", "H", "H", "H", "H", "H", "H"],
  "xyz": [[-1.200393, 1.208830, -0.415418], [-1.761374, 1.932709, -1.617603], [-2.028001, 0.634757, 0.004045], [-0.437363, 0.441488, -0.598598], [-0.634513, 1.867400, 0.243634], [-2.564452, 2.608524, -1.302718], [-1.082822, 2.657039, -2.078590], [-2.161902, 1.325651, -2.427326], [1.387773, -1.431578, 0.282673], [1.678886, -1.720503, 1.766205], [0.319763, -1.215236, 0.260214], [1.830760, -0.600649, -0.259396], [1.486476, -2.344410, -0.267206], [1.186988, -1.006223, 2.429702], [2.716960, -1.642017, 2.077394], [1.263214, -2.715783, 1.902987]],
  "forces_ev_per_angstrom": [[0.512, -0.946, -0.411], [-0.009, 1.348, -0.438], [0.170, 0.368, 0.799], [-0.249, 0.184, -0.758], [-0.790, 0.206, 0.441], [-0.193, -0.329, 0.124], [0.407, -0.373, -0.005], [0.070, -0.333, 0.189], [-1.055, 0.264, 0.630], [0.109, 0.739, -0.378], [-0.132, -0.081, -0.193], [0.581, 0.012, 0.375], [0.402, -0.408, -0.601], [-0.328, -0.125, -0.125], [0.262, -0.498, -0.298], [0.243, -0.028, 0.648]],
  "lowdin_charge": [-0.17, -0.18, 0.07, 0.03, 0.07, 0.06, 0.06, 0.06, -0.17, -0.16, 0.04, 0.06, 0.05, 0.06, 0.06, 0.06]
}